1.
19
Properties=species:S:1:pos:R:3:forces:R:3 method="wB97M-V/def2-TZVPD" smiles=CCN.CCO relative_energy_kcal_mol=25.6 homo_lumo_gap_ev=9.622
C -0.297646 2.734870 0.854135 -1.26 0.61 0.08
C -0.390942 1.253918 0.619711 0.00 0.34 -0.32
N -0.289407 0.918958 -0.804391 -0.81 0.73 -0.19
H 0.648500 3.144859 0.556830 0.47 0.33 -0.08
H -1.131536 3.273561 0.327204 0.82 -0.48 0.17
H -0.500551 2.924178 1.901548 0.32 0.23 0.35
H 0.402026 0.698349 1.144242 -0.42 0.16 -0.09
H -1.373438 0.969464 1.007227 0.21 -0.59 -0.21
H -0.931545 1.461588 -1.407562 0.62 -0.30 0.63
H 0.644932 0.991214 -1.163453 0.36 0.27 -0.08
C 0.929244 -2.096959 0.325806 1.40 1.27 0.29
C -0.027858 -2.396325 -0.823527 0.06 -0.97 0.30
O -1.015376 -1.442054 -1.166044 0.85 0.00 0.81
H 1.794295 -2.791215 0.395709 -0.79 -0.16 -0.31
H 0.516729 -2.050843 1.341142 -0.25 0.17 -0.31
H 1.487987 -1.141923 0.106962 -0.70 -0.49 0.38
H 0.655423 -2.615524 -1.637451 0.04 0.19 -0.79
H -0.448133 -3.403905 -0.602712 -0.45 0.71 -0.15
H -0.672703 -0.432212 -0.975375 -0.45 -2.03 -0.45

---

2.
23
Properties=species:S:1:pos:R:3:forces:R:3 method="wB97M-V/def2-TZVPD" smiles="C/C=C/C=C/C[P@@H](C)=N" relative_energy_kcal_mol=12.9 homo_lumo_gap_ev=8.994
C -4.054955 0.616159 0.696360 0.52 0.47 0.42
C -2.743381 0.090905 0.349470 1.59 -0.29 -2.69
C -2.082861 0.275934 -0.849160 -2.70 -0.94 2.66
C -0.748526 -0.213945 -1.066762 -0.74 0.35 -2.45
C -0.142659 -1.093936 -0.312665 3.44 -0.80 0.60
C 1.429769 -1.305395 -0.475242 -1.75 0.47 1.95
P 2.056757 0.276374 0.367582 2.60 -1.83 0.81
C 3.916428 0.304707 0.100942 -2.73 2.85 -1.00
N 1.225725 1.503634 0.010141 -0.19 2.33 -0.67
H -3.888361 1.003479 1.671631 -0.34 0.56 1.17
H -4.873056 -0.048500 0.769962 -0.81 -1.01 -0.14
H -4.277106 1.446763 0.096443 -0.71 1.06 -1.05
H -2.297557 -0.452179 1.160928 0.67 -0.05 0.18
H -2.719324 0.585630 -1.684383 0.60 0.54 0.18
H -0.349544 0.111106 -2.054235 0.28 -0.29 1.03
H -0.504740 -1.404017 0.670559 -0.15 -0.06 -0.47
H 1.747650 -2.262410 0.009180 -0.04 0.99 -0.14
H 1.806634 -1.302884 -1.478236 -0.09 0.16 -0.72
H 2.246264 -0.044743 1.735530 -0.80 -0.41 0.18
H 4.092783 -0.672303 0.339810 1.35 -2.70 -0.13
H 4.449449 0.974453 0.767682 -0.20 0.14 0.06
H 3.917241 0.679305 -0.934388 0.97 -0.72 0.13
H 1.796819 2.373189 -0.016790 -0.76 -0.84 0.08

---

3.
91
Properties=species:S:1:pos:R:3:forces:R:3 method="wB97M-V/def2-TZVPD" multiplicity=6 relative_energy_kcal_mol=0.0 total_charge=+2 homo_lumo_gap_ev="5.412 / 4.467"
Ir 0.120586 -0.117778 4.087644 -1.44 -2.35 -1.06
C -2.083620 0.005894 5.391194 -0.34 -0.32 -0.98
C -2.081614 -0.313549 4.029310 -1.40 0.34 0.37
C -2.560025 0.634306 2.930993 -0.57 -0.01 -0.15
C -1.493286 1.507962 2.239850 0.18 -0.06 -0.37
C -0.273030 1.805214 3.081403 0.16 -0.02 0.69
C -0.352581 2.203511 4.425916 0.35 0.85 0.44
C -1.638521 2.516182 5.143609 -0.48 0.25 0.35
C -2.243096 1.356189 5.977564 0.32 0.95 0.34
C 2.015232 0.335527 4.357572 2.02 1.26 -0.21
H -2.152655 -0.813836 6.111766 0.22 0.05 -0.28
H -2.171852 -1.382312 3.779531 0.22 0.35 0.20
H -3.376039 1.264275 3.314932 0.26 -0.22 -0.04
H -3.008001 -0.008001 2.156587 0.05 0.26 0.28
H -1.159166 1.002449 1.320836 -0.07 0.22 0.28
H -1.955476 2.453624 1.920736 0.11 -0.08 0.04
H 0.662663 1.995692 2.548338 -0.27 0.00 0.08
H 0.554509 2.567966 4.921869 -0.31 -0.08 -0.33
H -2.395290 2.905600 4.444223 0.30 -0.14 0.14
H -1.431581 3.336231 5.852584 -0.14 -0.28 -0.33
H -1.796219 1.386008 6.992729 -0.20 -0.20 -0.51
H -3.323245 1.564048 6.129767 0.31 -0.34 0.01
H 2.354530 0.282712 5.397835 -0.05 0.09 -0.50
H 2.236236 1.301637 3.908272 0.31 -0.02 0.08
H 2.447846 -0.479635 3.767176 0.32 -0.07 -0.07
P 0.139811 -2.193370 -4.754619 -1.41 -0.21 -1.10
P 2.104780 0.522784 -5.007937 0.00 1.39 -1.84
C -0.420545 -0.604299 -5.439402 1.02 1.92 -0.01
C 0.367110 0.504044 -5.500141 -1.55 -1.63 -0.22
C -0.729147 -3.374983 -5.922293 0.69 -0.48 -0.16
C -1.909195 -3.063841 -6.624900 0.06 -0.17 -0.03
C -2.531588 -4.024321 -7.438773 0.21 0.21 0.25
C -1.984809 -5.302939 -7.568384 0.28 0.10 0.26
C -0.794811 -5.618716 -6.896441 -0.11 0.33 0.05
C -0.160417 -4.657716 -6.097103 -0.32 0.16 0.04
C -0.858740 -2.317686 -3.243830 0.47 0.15 0.22
C -0.472667 -1.458656 -2.198550 -0.38 -0.21 0.11
C -1.204085 -1.456853 -1.014703 -0.15 -0.14 -0.14
C -2.320103 -2.297982 -0.876888 0.25 0.09 -0.20
C -2.677314 -3.165629 -1.913640 0.07 0.04 0.00
C -1.934633 -3.200286 -3.096354 0.01 0.16 0.33
C 2.756948 1.304232 -6.635345 0.18 -0.66 0.06
C 2.728798 0.514721 -7.805324 -0.01 0.15 -0.04
C 3.093199 1.055705 -9.046197 -0.09 0.04 0.31
C 3.498429 2.393735 -9.143600 -0.11 -0.20 0.37
C 3.558293 3.175955 -7.986191 -0.13 -0.32 0.21
C 3.212263 2.630216 -6.738919 0.01 0.12 0.10
C 2.187874 1.965939 -3.910143 0.37 -0.41 0.69
C 3.324441 2.040749 -3.079892 -0.35 0.36 -0.10
C 3.478418 3.129329 -2.222081 -0.33 0.08 -0.17
C 2.498369 4.135077 -2.184071 0.27 -0.27 0.01
C 1.370377 4.043549 -2.998532 -0.19 -0.13 -0.16
C 1.195485 2.950438 -3.856187 0.40 0.16 0.38
H -1.460819 -0.551598 -5.787155 0.44 0.05 0.21
H -0.015246 1.430388 -5.955283 0.09 -0.45 0.19
H -2.363305 -2.077437 -6.543992 0.03 -0.34 -0.04
H -3.453674 -3.761885 -7.966367 0.37 -0.10 0.22
H -2.480822 -6.052721 -8.189722 0.20 0.28 0.21
H -0.362527 -6.615558 -6.993991 -0.08 0.33 0.01
H 0.779121 -4.902235 -5.593816 -0.32 0.01 -0.16
H 0.388310 -0.798342 -2.332557 -0.23 -0.18 0.13
H -0.905503 -0.803100 -0.197005 -0.08 -0.12 -0.16
H -2.906229 -2.272554 0.046096 0.20 -0.08 -0.35
H -3.538971 -3.824910 -1.808633 0.23 0.18 0.02
H -2.197272 -3.890046 -3.896612 0.02 0.19 0.20
H 2.398214 -0.525991 -7.749239 0.13 0.28 -0.05
H 3.057902 0.434798 -9.943697 -0.01 0.16 0.34
H 3.767588 2.819848 -10.112684 -0.07 -0.16 0.35
H 3.874299 4.219065 -8.048825 -0.09 -0.35 0.07
H 3.279003 3.262206 -5.849311 -0.03 -0.22 -0.31
H 4.077208 1.250369 -3.122325 -0.17 0.26 0.06
H 4.356566 3.192384 -1.587232 -0.12 0.04 -0.07
H 2.622663 4.986816 -1.508003 -0.06 -0.32 -0.31
H 0.606031 4.823939 -2.974165 0.28 -0.23 0.02
H 0.306806 2.875361 -4.474195 0.14 0.13 0.13
O 1.334782 2.169781 8.480355 0.13 -1.02 -0.47
S 1.734728 0.801714 8.701672 0.40 -0.05 1.85
O 2.947624 0.542403 9.444504 -1.20 0.02 -1.23
N 1.675917 -0.053465 7.268591 -0.61 -0.97 -1.51
C 0.681545 -0.904085 7.168880 1.77 1.95 2.02
S 0.374154 -1.682542 5.651410 0.34 -0.59 0.55
C -0.103424 -1.037991 8.408607 -0.87 0.50 0.71
C -1.283749 -1.736651 8.682646 0.32 -0.02 -0.24
C -1.947615 -1.514942 9.892640 0.16 0.16 0.20
C -1.439433 -0.605046 10.838626 0.07 -0.21 -0.41
C -0.264308 0.104312 10.566405 0.18 -0.19 -0.25
C 0.373863 -0.123147 9.353845 -0.71 0.00 0.56
H -1.651923 -2.447545 7.940954 -0.10 0.09 0.30
H -2.873999 -2.048871 10.110977 0.32 0.13 -0.09
H -1.963630 -0.442293 11.780872 0.13 -0.08 -0.30
H 0.163301 0.820476 11.265928 -0.23 -0.14 -0.07

---

4.
36
Properties=species:S:1:pos:R:3:forces:R:3 method="wB97M-V/def2-TZVPD" multiplicity=9 total_charge=+3 homo_lumo_gap_ev="4.390 / 4.091"
Fe 2.090307 2.298593 1.919314 -2.74 0.50 -1.59
Fe 1.424842 -1.621578 2.850437 -2.62 -0.82 -1.87
C -0.912895 -0.081836 -0.508590 -0.27 0.56 0.63
C 0.016315 0.152296 0.652677 0.04 -0.90 -0.33
O 0.068002 -0.819531 1.505959 1.83 0.53 1.20
O 0.740847 1.190171 0.706213 1.07 0.03 0.94
H -1.889438 -0.377155 -0.119998 0.02 -0.09 0.05
H -1.042664 0.817569 -1.105620 0.24 -0.14 -0.17
H -0.527627 -0.928503 -1.078711 0.19 0.06 -0.08
O 1.180187 -3.194944 -1.736931 -0.24 0.35 0.31
H 1.816673 -2.466115 -1.792739 -0.19 -0.31 -0.19
H 0.588538 -3.066580 -2.486037 0.15 -0.27 -0.16
O -2.614161 -3.327672 -0.732321 0.12 0.42 0.39
H -2.201689 -2.819794 -1.436570 -0.08 -0.20 -0.22
H -3.557268 -3.145582 -0.821609 -0.03 -0.19 -0.15
O 2.490993 -0.966228 -0.874119 0.11 0.44 0.54
H 2.672720 -1.198116 0.043405 0.20 -0.13 -0.28
H 2.119257 -0.077828 -0.849586 0.06 0.04 -0.37
O 1.901003 3.851496 0.534814 0.91 0.14 0.63
H 2.577731 4.550198 0.555813 -0.01 0.07 -0.21
H 1.228324 4.178525 -0.082578 -0.18 -0.30 0.05
O -3.053545 -2.178540 2.337899 0.30 0.12 0.08
H -2.399957 -1.864516 1.707140 -0.14 -0.17 -0.20
H -3.616199 -2.770650 1.824507 0.00 -0.02 0.09
O 0.319941 2.743714 2.990919 0.54 -0.25 0.51
H 0.138667 2.568691 3.928028 0.04 0.19 0.05
H -0.492511 3.155759 2.654581 0.16 0.08 -0.24
O 0.472554 -3.391003 2.515457 0.83 -0.09 0.75
H 0.099862 -3.779220 1.700480 -0.02 0.40 -0.29
H 0.581022 -4.143476 3.124030 -0.18 -0.06 0.03
O 1.156519 1.659695 -3.497557 -0.29 -0.26 0.64
H 1.779502 1.918687 -2.813252 0.20 0.16 -0.25
H 0.362362 2.202101 -3.334793 0.25 -0.03 -0.42
O -0.905564 3.447321 -2.970823 -0.08 0.05 0.41
H -0.930355 3.561465 -2.017589 -0.23 0.13 -0.02
H -1.682282 3.922574 -3.292256 0.05 -0.04 -0.25